Record 1
Here is 2 unconnected molecules or ions with the total composition C43H69N2O4P2S from the Open Molecules 2025 dataset. Energies are from ωB97M-V/def2-TZVPD.

* total charge: +1
* Kohn-Sham gap: 7.2650 eV
* highest occupied orbital energy: -9.23 eV

The geometry in XYZ format:
```
121
Properties=species:S:1:pos:R:3:forces:R:3:mulliken_charge:R:1
C -7.465 -0.807 -0.362 0.366 -0.379 0.070 0.027
C -7.767 -1.929 -0.666 -0.267 -0.366 -0.181 -0.416
C -8.100 -3.350 -0.996 0.772 1.312 0.334 -1.089
C -7.052 -4.222 -0.315 -0.498 -0.193 -0.114 0.573
C -7.105 -4.331 1.075 0.663 -0.527 -0.036 -0.974
C -6.163 -5.081 1.782 -0.212 0.017 0.140 1.287
C -6.232 -5.164 3.292 0.504 0.019 -0.352 -1.754
C -5.142 -5.733 1.076 -0.937 0.294 -0.404 -0.284
C -5.122 -5.623 -0.317 0.951 -0.395 0.054 1.220
C -6.055 -4.881 -1.033 -0.164 0.225 0.833 -1.208
S -3.786 -6.492 -1.143 -0.160 0.003 0.238 -0.363
C -2.462 -6.128 0.015 -0.591 0.003 0.047 0.710
C -2.836 -6.179 1.372 0.893 -0.025 -0.171 0.253
C -1.857 -5.898 2.319 0.140 0.002 -0.641 -0.410
C -0.553 -5.586 1.920 0.633 0.029 0.294 -0.234
C 0.462 -5.275 3.013 -0.706 0.087 0.329 -1.279
C 0.013 -4.023 3.812 0.511 -0.100 -1.203 -1.023
C 0.324 -2.784 2.922 -0.337 -0.346 0.653 0.315
C -0.805 -1.735 2.916 1.119 0.383 -0.574 -0.728
C -0.245 -0.371 2.444 0.570 -0.481 1.080 -0.821
O -0.273 -0.264 1.016 -0.900 -0.214 0.096 0.016
C -1.367 0.377 0.532 -0.532 -0.125 -1.083 0.633
C -1.991 -0.244 -0.712 0.660 0.213 0.195 -0.966
O -1.817 1.386 0.993 0.130 0.204 0.612 -0.582
C -0.184 -5.540 0.572 -0.862 0.023 0.459 -1.794
N 1.171 -5.169 0.254 -0.882 -0.777 -1.148 0.402
C 1.275 -3.943 -0.548 0.292 0.481 -0.293 -1.173
C 1.957 -6.215 -0.261 0.393 -0.169 0.042 0.813
C 1.593 -7.669 0.009 -0.115 0.228 -0.097 -1.109
O 2.962 -5.960 -0.880 0.225 0.258 -0.136 -0.628
C -1.165 -5.817 -0.412 -0.782 0.125 0.091 0.799
P -0.712 -5.795 -2.209 1.201 -0.007 0.002 0.224
C -1.776 -4.437 -2.908 -0.311 -0.856 -0.289 -0.567
O -1.314 -7.223 -2.832 -0.282 0.967 0.121 -0.494
N -4.157 -6.503 1.729 0.185 0.391 -0.134 -0.389
H -7.009 0.096 -0.032 -0.279 0.159 -0.083 0.448
H -9.104 -3.536 -0.618 -0.023 -0.277 -0.161 0.345
H -8.067 -3.437 -2.081 -0.161 -0.280 0.021 0.355
H -7.866 -3.816 1.649 -0.085 0.049 -0.156 0.350
H -7.103 -4.634 3.669 0.045 -0.042 0.063 0.387
H -5.323 -4.707 3.705 -0.188 0.075 0.141 0.312
H -6.245 -6.195 3.659 -0.199 0.035 -0.071 0.416
H -5.988 -4.798 -2.110 0.001 -0.025 -0.016 0.321
H -2.089 -5.894 3.379 -0.093 -0.097 -0.019 0.512
H 0.562 -6.154 3.657 -0.035 0.079 0.037 0.594
H 1.442 -5.058 2.590 -0.045 -0.177 -0.037 0.292
H -1.062 -4.035 3.999 0.097 -0.219 0.294 0.528
H 0.577 -3.998 4.745 -0.253 0.225 0.099 0.460
H 0.491 -3.113 1.893 0.038 0.050 0.074 -0.416
H 1.273 -2.371 3.279 -0.129 0.237 -0.114 0.520
H -1.544 -2.060 2.178 -0.335 0.018 0.385 0.197
H -1.238 -1.626 3.911 -0.132 -0.015 -0.094 0.380
H -0.718 0.465 2.959 -0.241 0.096 -0.498 0.519
H 0.811 -0.350 2.729 -0.032 0.173 -0.161 0.373
H -1.461 0.131 -1.595 0.024 -0.077 0.069 0.281
H -1.924 -1.331 -0.716 -0.087 0.051 0.060 0.053
H -3.012 0.123 -0.768 -0.041 -0.186 -0.012 0.412
H 0.360 -3.348 -0.491 -0.013 -0.173 0.348 0.392
H 2.107 -3.306 -0.241 0.016 -0.167 0.122 0.356
H 1.414 -4.197 -1.603 0.153 0.010 0.114 0.381
H 0.527 -7.883 -0.061 0.059 0.060 0.261 0.307
H 1.986 -7.959 0.986 -0.180 -0.015 0.025 0.308
H 2.096 -8.262 -0.753 0.121 0.099 0.074 0.344
H -2.819 -4.741 -3.031 0.052 0.120 0.263 0.328
H -1.728 -3.557 -2.268 0.105 0.007 -0.063 -0.126
H -1.405 -4.227 -3.914 0.193 0.213 0.194 0.405
H -2.062 -7.015 -3.406 -0.237 -0.363 0.072 0.332
H -4.278 -6.512 2.731 -0.023 -0.044 0.026 0.341
C 0.781 3.214 2.200 0.105 0.062 -0.029 -0.945
C 2.024 4.096 2.238 -0.163 -0.081 0.074 -0.039
C 1.765 5.518 1.740 0.471 -0.145 0.147 -1.187
C 1.623 5.672 0.218 -0.753 0.132 0.165 -1.144
P 3.122 5.698 -0.768 0.355 0.293 0.171 1.127
C 4.241 6.891 0.008 0.250 0.136 0.296 -1.483
C 3.755 8.307 0.353 -0.215 0.193 -0.065 -0.777
C 3.573 9.307 -0.794 -0.013 -0.048 -0.138 -0.400
C 4.751 9.408 -1.757 -0.072 0.023 0.038 -1.259
C 2.754 6.355 -2.395 -0.493 0.233 -0.635 -0.681
C 1.793 5.658 -3.371 -0.066 -0.328 -0.118 -0.997
C 2.293 4.396 -4.076 0.058 -0.127 0.161 0.371
C 3.711 4.482 -4.632 -0.130 -0.033 -0.018 -1.392
C 4.134 4.212 -0.750 0.600 -0.750 0.055 -1.043
C 3.764 2.852 -1.365 -0.308 0.027 -0.494 -1.257
C 2.361 2.286 -1.088 0.142 -0.251 0.073 0.325
C 2.360 1.126 -0.093 -0.176 0.103 -0.041 -1.371
H 0.347 3.150 1.201 -0.041 -0.059 0.019 0.129
H 1.024 2.202 2.521 -0.052 -0.031 -0.039 0.107
H 0.013 3.601 2.871 -0.022 0.007 -0.037 0.525
H 2.831 3.627 1.668 0.003 0.008 -0.020 -0.209
H 2.379 4.151 3.269 0.035 0.040 -0.026 0.515
H 2.567 6.169 2.098 -0.055 0.072 -0.034 0.379
H 0.849 5.887 2.205 -0.031 0.026 -0.083 0.570
H 1.155 6.647 0.032 0.128 0.020 -0.173 0.692
H 0.908 4.949 -0.181 0.114 -0.069 -0.056 0.703
H 5.153 6.932 -0.592 -0.075 -0.054 -0.108 0.750
H 4.548 6.420 0.948 -0.023 -0.110 -0.058 0.534
H 4.490 8.730 1.042 0.031 -0.113 0.029 0.498
H 2.818 8.248 0.914 0.046 -0.006 0.061 0.235
H 3.407 10.290 -0.350 -0.037 -0.038 0.055 0.448
H 2.656 9.094 -1.349 0.011 -0.021 -0.012 0.248
H 5.637 9.797 -1.251 0.027 -0.049 -0.013 0.367
H 4.511 10.085 -2.575 0.050 0.027 0.016 0.367
H 5.012 8.446 -2.203 0.015 0.005 -0.014 0.250
H 3.694 6.603 -2.893 0.102 -0.117 0.132 0.537
H 2.280 7.317 -2.186 0.167 0.034 0.216 0.070
H 1.543 6.392 -4.141 0.037 0.119 0.112 0.454
H 0.855 5.430 -2.857 -0.019 0.049 -0.030 0.352
H 1.608 4.172 -4.896 -0.038 0.042 0.027 0.483
H 2.207 3.547 -3.396 0.053 0.023 -0.009 -0.425
H 3.768 5.202 -5.450 0.059 0.033 0.033 0.348
H 4.020 3.511 -5.018 0.023 0.034 -0.062 0.423
H 4.441 4.771 -3.872 0.019 -0.007 -0.010 0.300
H 4.418 4.052 0.295 -0.175 0.231 0.077 0.790
H 5.070 4.521 -1.232 -0.055 0.194 0.041 0.629
H 4.514 2.133 -1.028 0.010 0.076 0.133 0.588
H 3.922 2.910 -2.442 -0.010 0.103 0.032 0.239
H 1.944 1.907 -2.023 -0.030 0.084 -0.005 0.585
H 1.679 3.068 -0.750 0.008 0.011 0.022 -0.112
H 2.872 0.262 -0.520 0.067 0.033 0.026 0.561
H 1.337 0.818 0.137 0.332 0.063 0.019 -0.116
H 2.863 1.390 0.840 -0.026 -0.003 0.010 0.345
```
Positions in Å, forces in eV/Å.

***

Record 2
Here is a molecular structure, C46H38As2F5OPdSSe from the Open Molecules 2025 dataset. Energies are from ωB97M-V/def2-TZVPD.

* total charge: +1
* energy above the lowest of the compared OMol25 structures with the same formula, charge and spin: 0.0 kcal/mol
* Kohn-Sham gap (spin up / spin down): 8.3664 / 6.1594 eV
* highest occupied orbital energy (spin up / spin down): -10.04 / -10.23 eV
* multiplicity: 3

The geometry in XYZ format:
```
95
Properties=species:S:1:pos:R:3:forces:R:3:mulliken_spin:R:1
Pd -0.451 0.758 -0.821 -0.115 0.071 0.088 0.995
C -2.712 -0.744 1.335 0.016 0.053 0.007 0.010
C -3.131 -1.387 0.019 0.004 0.006 -0.059 0.002
As -1.628 -1.380 -1.233 0.090 -0.007 0.048 0.206
C -2.415 -1.854 -2.919 0.027 0.017 -0.017 0.009
C -3.288 -0.939 -3.502 -0.005 0.043 0.007 0.010
C -3.870 -1.225 -4.726 -0.002 -0.008 -0.016 -0.006
C -3.571 -2.417 -5.373 0.001 0.003 0.008 0.011
C -2.694 -3.324 -4.795 -0.004 0.004 -0.009 -0.006
C -2.111 -3.045 -3.566 -0.020 -0.035 0.011 0.014
C -0.533 -2.875 -0.701 -0.064 -0.052 -0.055 0.038
C 0.716 -3.013 -1.301 0.044 -0.001 -0.006 0.002
C 1.527 -4.089 -0.969 0.003 0.019 -0.007 -0.001
C 1.113 -5.009 -0.014 -0.006 0.005 0.008 0.007
C -0.121 -4.857 0.602 0.009 -0.002 -0.002 -0.003
C -0.948 -3.798 0.252 -0.001 0.004 0.040 -0.002
As -2.161 1.096 0.955 0.040 -0.039 -0.099 0.234
C -3.848 1.911 0.515 -0.009 0.007 0.047 0.032
C -4.863 1.945 1.470 -0.011 0.010 0.021 0.006
C -6.103 2.465 1.138 -0.001 0.011 -0.010 0.002
C -6.332 2.949 -0.145 -0.004 0.001 -0.004 0.000
C -5.320 2.922 -1.092 0.010 -0.001 -0.005 0.000
C -4.073 2.403 -0.765 -0.008 0.015 0.027 0.000
C -1.652 1.846 2.649 0.022 -0.017 0.009 0.020
C -1.897 3.191 2.905 -0.013 0.008 -0.006 0.016
C -1.466 3.755 4.097 -0.002 0.001 0.000 -0.007
C -0.790 2.981 5.030 0.004 0.002 -0.001 0.018
C -0.542 1.640 4.773 -0.004 0.014 0.001 -0.011
C -0.966 1.072 3.581 -0.004 -0.026 0.003 0.012
H -1.857 -1.259 1.776 -0.011 -0.008 0.016 0.004
H -3.528 -0.726 2.058 -0.013 0.001 0.001 0.000
H -3.926 -0.814 -0.465 -0.002 -0.011 0.003 0.002
H -3.500 -2.405 0.142 0.013 -0.012 0.018 0.003
H -3.515 0.000 -3.006 0.015 -0.003 -0.003 -0.006
H -4.550 -0.516 -5.179 0.003 -0.001 0.000 0.000
H -4.021 -2.637 -6.332 0.000 -0.002 0.005 0.001
H -2.463 -4.253 -5.299 0.000 0.005 -0.003 0.000
H -1.432 -3.759 -3.117 0.008 0.009 0.006 0.003
H 1.067 -2.283 -2.024 -0.033 -0.024 0.012 0.000
H 2.487 -4.200 -1.456 0.011 -0.007 0.006 0.000
H 1.748 -5.846 0.247 0.000 0.008 -0.004 0.000
H -0.449 -5.571 1.347 -0.001 0.001 -0.007 0.000
H -1.914 -3.707 0.732 0.003 0.002 -0.014 0.001
H -4.685 1.580 2.476 0.005 -0.005 -0.008 0.001
H -6.891 2.495 1.879 0.004 -0.003 -0.001 0.000
H -7.302 3.354 -0.401 0.005 0.002 0.000 0.000
H -5.495 3.310 -2.087 -0.004 0.002 0.001 0.000
H -3.277 2.394 -1.499 0.014 -0.005 -0.019 -0.010
H -2.431 3.798 2.184 0.003 -0.002 -0.003 0.001
H -1.661 4.800 4.297 0.003 -0.001 0.002 -0.001
H -0.458 3.424 5.959 -0.003 -0.002 0.000 0.001
H -0.021 1.035 5.503 0.000 -0.001 -0.002 -0.001
H -0.765 0.025 3.385 -0.003 0.010 -0.008 0.005
F 2.098 7.193 -1.274 -0.010 -0.019 -0.007 0.001
C 1.465 6.071 -1.593 0.007 0.006 0.026 0.011
C 1.436 5.010 -0.707 0.022 0.010 0.027 -0.003
F 2.047 5.100 0.475 -0.008 0.008 -0.021 -0.001
C 0.774 3.850 -1.060 -0.017 -0.018 -0.035 -0.055
F 0.797 2.843 -0.143 0.025 0.041 -0.034 0.006
C 0.123 3.686 -2.272 -0.018 -0.015 -0.001 0.095
Se -0.783 2.096 -2.835 -0.015 -0.030 -0.070 0.319
C 0.169 4.775 -3.138 0.000 -0.007 0.015 0.003
F -0.431 4.699 -4.326 0.008 0.004 0.011 -0.005
C 0.827 5.949 -2.817 -0.004 0.018 -0.025 0.000
F 0.853 6.961 -3.676 -0.009 -0.015 0.016 0.000
O 0.698 -0.281 0.833 -0.020 -0.065 0.142 -0.025
S 1.942 -0.098 1.681 0.084 -0.003 -0.051 0.022
C 3.281 0.472 0.578 0.011 -0.054 0.030 0.006
C 3.330 -0.211 -0.755 -0.019 0.060 0.008 -0.012
C 2.587 0.293 -1.820 0.056 -0.038 -0.004 0.020
C 2.616 -0.324 -3.063 0.000 0.021 0.042 0.002
C 3.414 -1.444 -3.258 -0.019 0.002 -0.016 -0.005
C 4.179 -1.936 -2.210 0.010 -0.010 0.029 0.001
C 4.133 -1.328 -0.962 0.011 -0.005 -0.053 0.001
C 2.449 -1.810 1.979 -0.053 0.016 -0.137 0.003
C 3.740 -1.935 2.736 -0.003 0.021 0.020 0.001
C 3.982 -1.179 3.881 0.021 -0.001 0.017 0.001
C 5.182 -1.307 4.565 -0.037 0.019 -0.003 0.000
C 6.146 -2.199 4.120 0.021 -0.017 -0.002 0.000
C 5.906 -2.966 2.989 0.000 -0.002 0.001 0.000
C 4.711 -2.831 2.299 -0.015 0.021 0.000 0.000
H 4.194 0.335 1.161 -0.001 -0.012 0.005 0.000
H 3.102 1.544 0.481 -0.033 -0.038 0.002 0.000
H 2.018 1.205 -1.693 -0.025 0.035 0.003 -0.001
H 2.025 0.083 -3.873 0.002 0.007 -0.017 0.000
H 3.454 -1.919 -4.229 0.004 0.006 0.003 0.000
H 4.829 -2.788 -2.367 -0.012 0.002 0.002 0.000
H 4.754 -1.700 -0.157 -0.004 0.001 0.010 0.000
H 2.483 -2.292 1.000 0.009 -0.018 0.005 -0.002
H 1.597 -2.228 2.521 0.004 0.021 0.030 0.000
H 3.230 -0.489 4.247 0.001 -0.003 -0.004 0.000
H 5.361 -0.711 5.450 0.004 -0.007 -0.001 0.000
H 7.080 -2.301 4.656 -0.002 0.002 -0.004 0.000
H 6.650 -3.671 2.643 0.000 -0.001 0.003 0.000
H 4.521 -3.435 1.419 0.006 -0.001 0.009 0.000
```
Positions in Å, forces in eV/Å.

***

Record 3
Here is 4 unconnected molecules or ions with the total composition C21H30IN2O12 from the Open Molecules 2025 dataset. Energies are from ωB97M-V/def2-TZVPD.

* total charge: +1
* Kohn-Sham gap: 8.0245 eV
* highest occupied orbital energy: -11.26 eV

The geometry in XYZ format:
```
66
Properties=species:S:1:pos:R:3:forces:R:3:mulliken_charge:R:1
C 0.800 -4.742 -2.498 -0.173 0.165 -0.175 -1.176
C 1.389 -3.433 -2.932 0.459 -0.158 -0.002 0.595
O 2.531 -3.178 -3.117 -0.404 0.012 0.132 -0.450
O 0.452 -2.367 -3.081 -0.010 -0.085 -0.152 -0.292
C -0.595 -2.574 -3.984 -0.111 -0.149 0.166 -0.798
N -1.357 -1.323 -4.043 -0.043 0.094 -0.064 0.262
C -0.929 -0.076 -3.787 0.077 -0.267 0.002 0.637
C 0.426 0.460 -3.379 -0.002 0.133 -0.128 -0.863
O 0.327 1.017 -2.096 0.166 -0.260 -0.044 -0.300
O 0.272 -0.057 -1.132 -0.194 0.192 0.076 -0.183
N -1.987 0.717 -3.906 -0.105 0.303 -0.090 0.073
C -3.107 0.015 -4.270 -0.020 -0.107 -0.113 0.465
C -4.456 0.624 -4.436 -0.093 -0.101 0.007 -1.043
C -5.201 0.518 -3.108 -0.169 0.093 -0.135 0.671
O -4.709 0.876 -2.076 0.107 -0.060 0.154 -0.533
O -6.426 0.001 -3.236 0.267 -0.168 0.022 -0.435
C -2.710 -1.280 -4.368 0.032 0.100 0.116 -0.287
I -3.849 -2.906 -4.851 -0.087 -0.096 -0.045 0.272
H 0.038 -4.586 -1.733 0.122 -0.024 0.050 0.393
H 0.309 -5.229 -3.348 0.128 0.002 0.048 0.355
H 1.604 -5.379 -2.137 -0.090 0.007 -0.009 0.328
H -0.246 -2.828 -4.990 0.120 0.073 0.080 0.347
H -1.286 -3.349 -3.639 0.034 0.101 -0.040 0.411
H 1.200 -0.303 -3.442 -0.022 0.053 -0.029 0.269
H 0.701 1.279 -4.051 -0.102 -0.010 0.121 0.484
H 0.304 -0.876 -1.655 0.133 -0.026 0.055 0.437
H -1.974 1.711 -3.717 0.081 -0.036 0.092 0.284
H -4.993 0.128 -5.247 0.004 0.075 0.115 0.376
H -4.370 1.687 -4.671 -0.007 -0.058 -0.059 0.317
H -6.781 -0.146 -2.343 -0.097 0.186 -0.055 0.373
O 0.803 -4.429 3.320 0.004 -0.034 0.004 -0.602
C 0.661 -3.271 3.059 0.001 -0.020 -0.134 0.468
O -0.488 -2.606 3.336 -0.015 0.023 0.009 -0.374
C -0.431 -1.269 2.811 0.164 0.126 -0.026 0.030
C 1.056 -0.958 2.672 0.041 -0.035 -0.100 -0.269
C 1.639 -2.334 2.372 -0.169 0.146 0.228 -0.238
H -0.941 -1.262 1.841 -0.004 0.004 -0.004 0.016
H -0.951 -0.594 3.482 -0.112 -0.164 0.051 0.132
H 1.266 -0.217 1.903 -0.015 -0.010 -0.012 0.342
H 1.451 -0.586 3.618 0.000 -0.011 0.006 0.194
H 1.623 -2.558 1.303 0.062 -0.034 -0.017 0.025
H 2.646 -2.476 2.748 0.041 -0.076 -0.083 0.294
O -2.531 1.024 3.844 0.027 0.030 -0.002 -0.595
C -2.375 2.042 3.238 -0.131 0.009 -0.052 0.574
O -2.181 3.230 3.855 0.031 0.021 0.032 -0.364
C -2.124 4.296 2.894 0.006 0.039 -0.072 -0.440
C -1.736 3.628 1.579 -0.013 -0.091 0.011 -0.519
C -2.375 2.248 1.733 0.202 0.174 0.032 -0.061
H -3.109 4.766 2.845 -0.007 -0.005 -0.017 0.261
H -1.402 5.030 3.243 0.004 -0.026 0.053 0.326
H -2.071 4.186 0.707 -0.049 0.006 0.022 0.330
H -0.651 3.527 1.522 0.003 0.018 -0.005 0.246
H -3.411 2.230 1.392 -0.009 -0.039 -0.018 0.279
H -1.825 1.448 1.243 -0.085 -0.068 -0.002 -0.038
O 4.193 -0.581 2.573 -0.040 0.048 -0.049 -0.557
C 4.669 0.480 2.855 0.101 -0.082 0.090 0.498
O 4.994 1.397 1.916 -0.020 0.047 -0.027 -0.347
C 5.640 2.532 2.525 0.027 0.050 0.053 -0.445
C 5.193 2.511 3.983 -0.036 -0.085 0.006 -0.469
C 5.020 1.014 4.231 -0.074 0.239 -0.082 -0.382
H 6.719 2.405 2.420 0.006 -0.006 0.019 0.271
H 5.336 3.425 1.986 -0.026 -0.034 -0.046 0.310
H 5.900 2.998 4.650 0.042 -0.026 -0.020 0.321
H 4.231 3.016 4.082 0.006 0.019 0.001 0.258
H 5.948 0.536 4.549 -0.009 -0.033 0.028 0.268
H 4.235 0.769 4.941 0.045 -0.104 0.025 0.268
```
Positions in Å, forces in eV/Å.

***

One value per record, in order, for calculated total energy: -3171.02737; -9749.07323; -2128.01223 a.u..